The following is a quantum chemistry calculation of a cluster of 3 separate species, C23H41ClN2O9P2 in total, from the Open Molecules 2025 dataset.

Structure (XYZ):
```
78
Properties=species:S:1:pos:R:3:mulliken_charge:R:1
O -4.89962 2.08571 -6.17117 -0.585
C -4.75790 1.11061 -5.49791 0.584
O -5.76696 0.17416 -5.35935 -0.280
C -5.59137 -0.36675 -4.09434 0.195
O -6.49085 -0.76338 -3.43130 -0.479
C -4.14002 -0.19798 -3.73547 0.100
P -3.32269 -1.16615 -2.45984 0.181
O -4.54075 -1.62595 -1.50924 -0.451
Cl -2.37994 0.28512 -1.35818 -0.054
C -3.64048 0.72245 -4.59322 0.517
C -2.24662 1.24357 -4.63651 -0.700
P -2.06735 3.02830 -4.34213 0.912
O -0.67699 3.42189 -4.17516 -0.695
O -2.97625 3.28876 -3.04821 -0.475
O -2.74377 3.78408 -5.57111 -0.514
H -5.03717 -0.87975 -1.13666 0.323
H -1.65962 0.77333 -3.85031 0.335
H -1.74585 1.01551 -5.57951 0.403
H -3.72594 3.87303 -3.22029 0.335
H -3.69856 3.62978 -5.65546 0.378
C 0.37753 2.55374 4.43273 -1.942
C 0.34732 2.01668 2.97963 2.340
C 1.75794 1.98333 2.38006 -1.161
C 2.30204 3.35117 1.96817 -0.660
C 1.30039 4.08851 1.08015 -1.323
C -0.08469 4.20158 1.71750 1.802
N -0.56086 2.84301 2.12453 0.208
O -0.98087 2.16879 1.10609 -0.452
C -0.03441 5.16922 2.91190 -1.803
C -1.07478 4.79917 0.72345 -2.016
C -0.19245 0.59259 3.03833 -2.128
H -0.47906 3.19357 4.63883 0.311
H 0.32863 1.73205 5.14648 0.513
H 1.28491 3.11570 4.65523 0.330
H 1.74685 1.33999 1.49352 0.281
H 2.42909 1.51086 3.10153 0.402
H 2.55062 3.94878 2.84978 0.339
H 3.23780 3.21499 1.42292 0.404
H 1.66484 5.09098 0.84666 0.436
H 1.21445 3.55711 0.12716 0.342
H -0.99814 5.20640 3.42211 0.360
H 0.18999 6.17158 2.54686 0.428
H 0.72876 4.92605 3.64609 0.359
H -1.12272 4.22900 -0.20218 0.463
H -0.76106 5.81344 0.47619 0.405
H -2.07656 4.84594 1.15392 0.430
H -1.21885 0.57152 3.40947 0.490
H 0.42586 0.00206 3.71551 0.523
H -0.17399 0.10981 2.06290 0.307
C 3.73182 -3.52669 1.63560 -1.936
C 2.80267 -2.90992 0.55913 2.237
C 1.45819 -2.49955 1.16726 -1.170
C 0.51001 -3.66274 1.46007 -0.817
C 0.35412 -4.55984 0.23246 -1.322
C 1.69579 -5.04568 -0.31650 1.663
N 2.58751 -3.87146 -0.56575 0.477
O 2.27507 -3.26396 -1.66268 -0.615
C 2.32874 -6.04737 0.66437 -1.802
C 1.49128 -5.80245 -1.62397 -1.834
C 3.50304 -1.65978 0.03459 -2.011
H 4.30108 -4.36512 1.23747 0.331
H 4.46077 -2.79346 1.97877 0.518
H 3.18722 -3.87067 2.51545 0.337
H 0.95200 -1.81780 0.47531 0.427
H 1.64495 -1.93292 2.08275 0.290
H 0.86375 -4.24132 2.31820 0.336
H -0.46606 -3.26576 1.74615 0.425
H -0.26680 -5.42614 0.47109 0.424
H -0.17234 -4.00202 -0.54884 0.373
H 3.32017 -6.34968 0.32395 0.357
H 1.70468 -6.94005 0.71258 0.432
H 2.41845 -5.67379 1.68052 0.342
H 0.96917 -5.20262 -2.36630 0.382
H 0.89353 -6.69320 -1.42912 0.411
H 2.44719 -6.11710 -2.04505 0.444
H 4.44270 -1.91427 -0.45863 0.465
H 3.72082 -1.00281 0.87707 0.461
H 2.88633 -1.10973 -0.67349 0.355
```

Values from the calculation:
Net charge: 0
⟨S²⟩: 2.008
Multiplicity: 3
Energy in eV: -77024.4998
Gap between HOMO and LUMO (alpha / beta) in eV: 6.7 / 7.8



The following is a quantum chemistry calculation of an isolated molecule of C7H12N2, from the Open Molecules 2025 dataset.

Structure (XYZ):
```
21
Properties=species:S:1:pos:R:3:mulliken_charge:R:1
C -0.43357 -1.44098 0.27305 0.322
C -0.63092 0.05285 0.46552 0.543
C -1.84995 0.54598 1.24309 -0.691
C -0.40669 0.70854 1.77848 -0.788
C -0.14150 0.78368 -0.81650 -0.613
C 1.33446 0.94788 -1.03524 -0.185
C 1.96292 0.72079 -2.17299 -0.774
H 1.51594 -1.10262 0.54587 0.315
H 1.01127 -2.76516 0.21661 0.314
H -2.18603 -1.74862 -0.11935 0.294
H -2.46422 1.31161 0.89404 0.310
H -2.39706 -0.37426 1.51565 0.327
H 0.02646 0.05849 2.50887 0.307
H -0.08790 1.77707 1.97215 0.273
H -0.52519 1.80420 -0.63618 0.358
H -0.62439 0.24592 -1.68304 0.265
H 1.86704 1.57005 -0.25580 0.256
H 1.53547 0.12140 -2.94084 0.279
H 3.04247 0.95569 -2.37509 0.246
N 0.80352 -1.87740 0.70725 -0.493
N -1.35212 -2.29514 -0.08555 -0.865
```

Values from the calculation:
Energy above the lowest of the compared OMol25 structures with the same formula, charge and spin in kJ/mol: 172.7
Net charge: 0
Multiplicity: 1
SMILES string: [H]/N=C(/N)C1(CC=C)CC1
Energy in eV: -10431.6870
Gap between HOMO and LUMO in eV: 10.2



The following is a quantum chemistry calculation of an isolated molecule of C3H3ClN2S, from the Open Molecules 2025 dataset.

Structure (XYZ):
```
10
Properties=species:S:1:pos:R:3:mulliken_charge:R:1
C -4.27713 0.62239 -1.60929 0.277
C -3.72456 1.14815 -0.44260 0.224
C 0.02869 0.10026 -0.04356 -0.731
N -4.77230 0.12394 -2.53272 -0.353
N -2.33560 0.48916 -0.26891 -0.232
S -1.29211 0.95862 0.82272 0.063
Cl -4.54543 2.12105 0.60270 -0.120
H -0.38261 0.13719 -1.02849 0.282
H -0.01669 -0.95714 0.27971 0.275
H 1.08030 0.46363 0.06774 0.314
```

Values from the calculation:
Energy above the lowest of the compared OMol25 structures with the same formula, charge and spin in kJ/mol: 300.4
Net charge: 0
Multiplicity: 1
SMILES string: CS/N=C(\Cl)C#N
Energy in eV: -29494.2068
Gap between HOMO and LUMO (alpha / beta) in eV: 7.7 / 7.5



The following is a quantum chemistry calculation of a cluster of 7 separate species, H14O7 in total, from the Open Molecules 2025 dataset.

Structure (XYZ):
```
21
Properties=species:S:1:pos:R:3:mulliken_charge:R:1
H -0.80062 0.75253 0.25333 0.306
H 0.27440 0.71463 1.32707 0.372
H 3.55507 -0.52888 -1.63548 0.324
H 5.01702 -0.48592 -1.22209 0.311
H -0.49510 -0.82454 -0.54582 0.346
H 0.26979 -2.08813 -0.18760 0.316
H -3.36455 -2.47413 -0.27305 0.308
H -4.14654 -1.45122 -1.08065 0.304
H -3.84537 2.03423 -1.13506 0.306
H -2.53291 2.79847 -1.07654 0.318
H 0.62076 -1.13168 1.40025 0.373
H 1.62372 -1.51374 2.47643 0.297
H 2.66986 2.43427 0.33384 0.270
H 1.36243 2.41120 1.10853 0.299
O 0.08588 0.41784 0.42965 -0.724
O 4.34103 -1.08212 -1.56351 -0.638
O -0.59122 -1.66676 -0.08711 -0.698
O -4.05032 -1.80219 -0.18815 -0.623
O -3.04709 2.13400 -0.60422 -0.617
O 1.28960 -0.75577 1.98363 -0.627
O 1.76418 2.10791 0.28658 -0.523
```

Values from the calculation:
Energy above the lowest of the compared OMol25 structures with the same formula, charge and spin in kJ/mol: 321.8
Net charge: 0
Multiplicity: 1
SMILES string: O.O.O.O.O.O.O
Energy in eV: -14558.1261
Gap between HOMO and LUMO in eV: 10.4



The following is a quantum chemistry calculation of a cluster of 8 separate species, C27H43F6O21 in total, from the Open Molecules 2025 dataset.

Structure (XYZ):
```
97
Properties=species:S:1:pos:R:3:mulliken_charge:R:1
F -0.63384 -0.86744 -1.91249 -0.718
C -2.39706 1.87747 -0.77133 0.020
C -2.19144 2.70881 0.48486 0.491
O -3.47434 2.72307 1.03400 -0.504
C -4.39358 1.97906 0.34715 0.440
O -5.50013 1.85319 0.59977 -0.448
O -3.72470 1.40106 -0.66627 -0.345
F -1.71868 3.96579 0.01936 -0.389
H -1.54149 1.01271 -0.83327 -0.501
H -2.52475 2.30893 -1.68037 0.669
H -1.60124 2.27881 1.17039 0.518
C -0.43469 -3.24419 -4.19434 -0.418
C -1.55513 -3.63002 -3.24359 1.378
O -1.33146 -5.01997 -3.02709 -0.381
C -0.30801 -5.38567 -3.80887 0.477
O 0.03980 -6.54276 -3.83228 -0.625
O 0.16869 -4.48519 -4.55229 -0.343
F -2.70435 -3.49162 -3.80152 -0.254
H 0.32747 -2.48813 -3.63495 0.044
H -0.83529 -2.66178 -4.90804 0.588
H -1.53921 -3.07382 -2.15316 -0.528
C -2.80851 -1.44497 1.31944 -0.119
C -1.61473 -2.29484 1.01354 0.874
O -2.18421 -3.26176 0.25805 -0.320
C -3.48028 -3.03682 -0.04399 0.725
O -4.21016 -3.84142 -0.63313 -0.605
O -3.85552 -1.91025 0.56187 -0.315
F -1.11261 -2.71962 2.18256 -0.361
H -2.86365 -0.36615 1.08011 -0.342
H -3.04485 -1.67825 2.31224 0.421
H -0.83604 -1.64265 0.50570 -0.119
C -4.45247 -0.93929 -2.93846 -0.491
C -3.49409 -0.13659 -3.76493 1.139
O -3.97259 1.24960 -3.57941 -0.362
C -5.10179 1.28666 -3.01833 0.627
O -5.84199 2.23738 -2.84543 -0.607
O -5.52745 -0.03975 -2.60714 -0.474
F -3.53946 -0.60100 -5.04262 -0.358
H -4.47571 -1.21126 -2.00972 0.380
H -4.57949 -1.89799 -3.54600 0.275
H -2.47290 -0.22281 -3.33718 -0.150
C 0.87692 3.00494 -2.53455 0.254
C 0.14289 2.09220 -3.59263 0.963
O 1.12049 2.08466 -4.55756 -0.364
C 2.22907 2.66237 -4.21989 0.594
O 3.16765 2.85037 -4.96735 -0.584
O 2.20600 3.05115 -2.89481 -0.345
F -1.09714 2.51429 -3.97749 -0.294
H 0.59138 2.64858 -1.55250 -0.429
H 0.45291 3.93175 -2.25069 0.211
H -0.09090 1.11012 -3.19243 -0.003
C 0.09871 7.11495 5.96856 -1.526
O 0.48100 5.86732 5.42956 -0.271
C 0.01293 5.83149 4.09649 -0.677
C 0.59931 4.64496 3.26459 0.059
O 1.73658 4.83468 3.00719 -0.248
C 2.14703 4.30515 1.82328 -0.848
C 2.27437 2.81701 1.42928 -0.546
O 1.15079 2.17982 0.87873 -0.058
C 1.37309 0.86196 0.46191 -1.142
H 0.35759 7.86433 5.48125 0.643
H 0.50157 7.09849 7.06424 0.240
H -0.76309 7.33129 6.13161 0.722
H 0.08433 6.77234 3.37354 0.238
H -1.10634 5.65600 4.08903 0.336
H -0.03890 4.38067 2.44468 0.108
H 0.58236 3.76531 3.98455 0.192
H 3.15861 4.54950 1.84274 0.523
H 1.89353 4.77354 0.78067 0.275
H 2.93386 2.36407 2.16084 0.441
H 3.04818 2.96260 0.62125 0.354
H 2.13492 0.66902 -0.27610 0.389
H 0.35371 0.32429 0.21235 -0.364
H 1.87890 0.61667 1.26715 1.190
C 4.86693 -3.56889 5.24301 -0.642
O 4.81516 -3.23949 3.81684 -0.351
C 3.45583 -2.89736 3.43707 -0.657
C 3.44694 -2.78412 1.95216 0.089
O 2.25486 -2.71844 1.54701 -0.105
C 2.16443 -2.58025 0.13811 -0.074
C 1.85154 -3.70397 -0.73096 0.073
O 2.99353 -4.56865 -0.76239 -0.348
C 2.97342 -5.51840 -1.79945 -0.630
H 4.25989 -2.77195 5.75730 0.256
H 5.82847 -3.61840 5.60689 0.272
H 4.37288 -4.61718 5.22485 0.253
H 3.14309 -1.91703 3.98639 0.218
H 2.73950 -3.47963 4.11665 0.427
H 3.90016 -3.86491 1.47038 0.050
H 3.92734 -1.80670 1.75174 0.214
H 3.07878 -2.02558 -0.30325 0.439
H 1.28213 -1.77103 -0.16788 -0.523
H 1.52627 -3.24677 -1.66768 0.010
H 0.92211 -4.21236 -0.26319 0.254
H 3.97435 -6.15016 -1.94688 0.271
H 3.15964 -5.04623 -2.77249 0.261
H 1.91233 -6.17497 -1.93457 0.226
```

Values from the calculation:
Energy above the lowest of the compared OMol25 structures with the same formula, charge and spin in kJ/mol: 0.0
Net charge: -1
Multiplicity: 1
Energy in eV: -87985.4849
Gap between HOMO and LUMO in eV: 9.7



Q: Which of these has the lowest net charge?
A: C27H43F6O21